Here is C3H8NO5PbS3 as an isolated structure from the OMol25 dataset. Energies are from ωB97M-V/def2-TZVPD.

Element x y z (Å)
C1 2.592 -0.915 0.231
C2 2.516 0.558 0.637
C3 1.288 1.285 0.034
O1 0.746 0.453 -1.056
S1 -0.797 0.416 -1.025
O2 -1.252 -0.493 -2.127
O3 -1.282 1.731 -1.155
N1 -1.208 -0.419 0.238
S2 -2.824 -0.601 0.163
O4 -3.150 -1.984 -0.165
O5 -3.481 0.283 -0.783
S3 -3.550 -0.176 2.060
H1 2.858 -1.056 -0.811
H2 1.660 -1.420 0.470
H3 3.372 -1.398 0.814
H4 3.386 1.117 0.313
H5 2.427 0.558 1.719
H6 1.587 2.245 -0.368
H7 0.531 1.483 0.785
H8 -2.389 -0.221 2.739
Pb1 -3.027 -1.447 -2.712

Calculated values
Gap between HOMO and LUMO (eV): 8.16
Net charge: +1
LUMO level (eV): -5.61

Here is an isolated molecule of C4H5NO2S from the OMol25 dataset. Energies are from ωB97M-V/def2-TZVPD.

Element x y z (Å)
C1 -1.058 -1.009 1.024
C2 -0.208 -0.083 0.197
C3 1.326 -0.399 -1.665
C4 1.404 0.869 -2.048
H1 -2.102 0.506 3.880
H2 -1.222 -1.983 0.600
H3 1.765 -1.267 -2.148
H4 0.887 1.690 -1.550
H5 2.094 1.253 -2.798
N1 -1.679 -0.694 2.114
O1 -0.107 1.102 0.368
O2 0.456 -0.865 -0.697
S1 -1.557 0.879 2.725

Calculated values
Gap between HOMO and LUMO (eV): 9.08
Net charge: 0
ΔE to the lowest compared entry with this formula, charge and spin (kJ/mol): 260.1
LUMO level (eV): -0.12
Structure (SMILES): C=COC(=O)/C=N\S

Here is an isolated ion of composition C4H11N2 and charge +1 from the OMol25 dataset. Energies are from ωB97M-V/def2-TZVPD.

Element x y z (Å)
C1 -0.875 -0.425 1.141
C2 -0.544 0.873 0.449
C3 0.048 0.563 -0.912
C4 -0.675 0.330 -2.005
N1 1.459 0.449 -0.866
N2 0.427 -1.222 1.315
H1 -1.324 -0.322 2.126
H2 -1.463 -1.093 0.520
H3 -1.394 1.543 0.376
H4 0.227 1.405 1.018
H5 -0.140 -0.014 -2.880
H6 -1.742 0.477 -2.059
H7 1.862 1.229 -0.360
H8 1.887 0.404 -1.788
H9 0.573 -1.582 2.262
H10 0.442 -1.972 0.624
H11 1.233 -0.642 1.039

Calculated values
Gap between HOMO and LUMO (eV): 9.31
Net charge: +1
ΔE to the lowest compared entry with this formula, charge and spin (kJ/mol): 115.0
LUMO level (eV): -3.41
Structure (SMILES): C=C(N)CC[NH3+]

Here is C4H6BaO3 as an isolated structure from the OMol25 dataset. Energies are from ωB97M-V/def2-TZVPD.

Element x y z (Å)
H1 -2.700 0.357 -1.191
O1 -0.991 -0.326 0.177
C1 0.399 -0.194 0.084
O2 0.921 0.891 0.195
Ba1 2.599 2.956 0.084
O3 0.879 -1.333 -0.141
C2 2.318 -1.552 -0.100
H2 2.773 -1.009 -0.935
H3 2.695 -1.205 0.867
H4 2.436 -2.630 -0.211
C3 -1.764 0.565 -0.308
C4 -3.005 0.908 0.260
H5 -3.108 0.738 1.336
H6 -3.452 1.833 -0.118

Calculated values
Gap between HOMO and LUMO (alpha / beta) (eV): 11.00 / 8.65
Net charge: +3
ΔE to the lowest compared entry with this formula, charge and spin (kJ/mol): 0.0
LUMO level (alpha / beta) (eV): -11.80 / -14.54
Spin multiplicity: 2

Here is a 9-piece molecular cluster, C34H91N13O14 overall from the OMol25 dataset. Energies are from ωB97M-V/def2-TZVPD.

Element x y z (Å)
C1 2.403 -4.297 -0.943
O1 3.006 -3.463 -1.589
N1 1.102 -4.198 -0.435
N2 3.014 -5.486 -0.622
H1 0.433 -3.464 -0.733
H2 0.831 -5.009 0.130
H3 2.656 -6.145 0.070
H4 3.980 -5.497 -0.884
C2 3.587 -1.391 -4.688
O2 3.504 -0.668 -5.697
N3 2.593 -2.203 -4.091
N4 4.821 -1.447 -3.956
H5 2.788 -2.773 -3.260
H6 1.676 -2.195 -4.516
H7 4.950 -2.004 -3.126
H8 5.658 -1.124 -4.428
C3 -0.332 3.131 -1.641
O3 -0.362 2.198 -0.826
N5 -1.498 3.768 -1.980
N6 0.775 3.712 -2.245
H9 -1.517 4.584 -2.551
H10 -2.365 3.429 -1.573
H11 0.530 4.547 -2.752
H12 1.753 3.482 -2.043
C4 -0.785 -1.225 -0.706
O4 -1.052 -2.451 -0.595
N7 -1.697 -0.233 -0.450
N8 0.421 -0.735 -1.234
H13 -2.476 -0.502 0.131
H14 -1.298 0.687 -0.328
H15 0.421 0.281 -1.318
H16 1.318 -1.228 -1.266
C5 -1.412 -0.886 9.890
O5 -1.796 -0.468 8.577
C6 -2.909 -1.131 8.129
C7 -3.450 -0.577 6.813
N9 -2.613 -0.963 5.734
C8 -2.879 -0.350 4.445
C9 -4.183 -0.835 3.782
O6 -4.241 -2.152 3.481
C10 -3.191 -2.579 2.583
H17 -0.713 -0.179 10.356
H18 -0.958 -1.875 9.791
H19 -2.297 -0.876 10.512
H20 -3.709 -0.977 8.879
H21 -2.774 -2.209 8.054
H22 -3.640 0.517 6.782
H23 -4.467 -0.975 6.735
H24 -1.667 -0.628 5.928
H25 -2.067 -0.633 3.777
H26 -2.920 0.749 4.469
H27 -4.257 -0.230 2.851
H28 -4.975 -0.638 4.500
H29 -3.238 -1.867 1.751
H30 -3.524 -3.542 2.223
H31 -2.174 -2.639 2.958
C11 -5.034 2.407 -1.229
O7 -3.986 2.930 -0.433
C12 -4.012 2.340 0.876
C13 -3.090 3.157 1.747
N10 -3.349 2.774 3.108
C14 -2.543 3.513 4.093
C15 -2.936 4.929 4.261
O8 -4.285 5.019 4.538
C16 -4.704 6.401 4.649
H32 -4.809 2.826 -2.203
H33 -5.918 2.870 -0.798
H34 -5.165 1.324 -1.213
H35 -3.634 1.327 0.797
H36 -5.041 2.334 1.213
H37 -3.153 4.231 1.506
H38 -2.068 2.870 1.503
H39 -4.308 2.975 3.370
H40 -1.502 3.535 3.782
H41 -2.647 2.960 5.020
H42 -2.734 5.524 3.349
H43 -2.361 5.430 5.050
H44 -4.462 6.904 3.706
H45 -4.114 6.896 5.409
H46 -5.760 6.445 4.869
C17 -0.732 -2.973 -4.318
O9 -0.168 -1.996 -5.170
C18 -0.384 -0.640 -4.736
C19 0.031 0.233 -5.850
N11 -0.948 0.093 -6.898
C20 -0.560 0.851 -8.078
C21 0.585 0.159 -8.800
O10 0.026 -1.105 -9.131
C22 0.913 -2.120 -9.361
H47 -1.808 -2.845 -4.344
H48 -0.468 -2.792 -3.275
H49 -0.420 -3.948 -4.666
H50 0.224 -0.554 -3.824
H51 -1.456 -0.384 -4.577
H52 1.058 0.079 -6.183
H53 0.001 1.273 -5.502
H54 -1.095 -0.853 -7.192
H55 -0.260 1.865 -7.787
H56 -1.450 0.956 -8.703
H57 1.442 0.115 -8.141
H58 0.819 0.623 -9.752
H59 1.476 -2.350 -8.440
H60 1.700 -1.867 -10.095
H61 0.506 -3.068 -9.740
C23 -0.995 -6.574 0.939
O11 0.250 -6.193 1.507
C24 0.148 -5.622 2.805
C25 1.461 -5.066 3.170
N12 1.785 -3.750 2.641
C26 0.700 -2.796 2.779
C27 1.276 -1.417 2.437
O12 0.230 -0.488 2.593
C28 0.660 0.819 2.277
H62 -1.659 -5.718 0.851
H63 -1.539 -7.209 1.640
H64 -0.783 -7.018 -0.029
H65 -0.090 -6.454 3.463
H66 -0.652 -4.877 2.850
H67 2.249 -5.758 2.891
H68 1.439 -4.965 4.256
H69 1.837 -3.781 1.631
H70 0.356 -2.763 3.817
H71 -0.096 -3.015 2.074
H72 1.639 -1.458 1.414
H73 2.060 -1.203 3.159
H74 1.018 0.942 1.247
H75 1.544 1.160 2.829
H76 -0.178 1.513 2.322
C29 6.158 5.759 -1.513
O13 5.933 4.416 -1.940
C30 4.881 4.330 -2.889
C31 4.557 2.855 -2.921
N13 3.719 2.660 -1.708
C32 3.347 1.324 -1.360
C33 4.412 0.398 -0.980
O14 5.140 0.874 0.125
C34 4.372 1.014 1.264
H77 5.297 6.207 -0.995
H78 6.475 6.201 -2.455
H79 6.929 5.834 -0.749
H80 5.249 4.708 -3.834
H81 4.061 4.983 -2.562
H82 5.504 2.348 -2.836
H83 3.963 2.569 -3.776
H84 4.260 3.007 -0.930
H85 2.797 0.897 -2.228
H86 2.515 1.357 -0.667
H87 5.119 0.426 -1.800
H88 3.960 -0.566 -0.753
H89 3.821 0.113 1.580
H90 3.592 1.766 1.109
H91 5.076 1.404 1.998

Calculated values
Gap between HOMO and LUMO (eV): 8.59
Net charge: 0
ΔE to the lowest compared entry with this formula, charge and spin (kJ/mol): 0.0
LUMO level (eV): 0.43
Structure (SMILES): COCCNCCOC.COCCNCCOC.COCCNCCOC.COCCNCCOC.COCCNCCOC.NC(N)=O.NC(N)=O.NC(N)=O.NC(N)=O

How do the records compare in energy? In the order shown, they have -52712.7240 -20647.4842 -7299.7559 -11047.0022 -84767.5774 eV.